No. 1
C47H32Cl2O22 | the ωB97M-V functional and the def2-TZVPD basis

The LUMO energy comes out at -2.0 eV. As for the total charge: 0. The SMILES is C[C@@H](Cl)[C@@H](Cl)c1cccc2c1C(=O)c1ccccc1C2=O.O=C1C=C(O)C(=O)C=C1O.O=C1C=C(O)C(=O)C=C1O.O=C1C=C(O)C(=O)C=C1O.O=C1C=C(O)C(=O)C=C1O.O=C1C=C(O)C(=O)C=C1O. The calculation puts the HOMO-LUMO gap at 0.265 hartree.

Last column: Löwdin charge in e.
Geometry (Å):
C1 -1.82 3.37 3.44  -0.12
C2 -1.85 3.49 5.02  -0.68
Cl1 -3.10 4.73 5.65  0.51
C3 -1.95 2.08 5.82  -0.64
Cl2 -3.66 1.42 5.96  0.59
C4 -0.83 1.03 5.44  -0.12
C5 0.41 0.88 6.38  0.00
C6 1.60 -0.07 6.13  -0.04
C7 1.59 -0.94 4.85  0.01
C8 0.38 -0.80 3.91  -0.02
C9 -0.85 0.16 4.17  0.01
C10 -1.98 0.15 3.08  -0.29
O1 -3.22 0.05 3.21  0.04
C11 -1.45 0.18 1.55  -0.03
C12 -2.06 1.05 0.44  0.02
C13 -1.42 0.93 -0.98  -0.02
C14 -0.24 -0.07 -1.25  -0.05
C15 0.39 -0.93 -0.12  -0.02
C16 -0.24 -0.80 1.28  -0.04
C17 0.34 -1.65 2.53  -0.25
O2 0.75 -2.82 2.43  0.04
H1 -2.70 2.75 3.04  0.08
H2 -1.76 4.42 2.98  0.09
H3 -0.84 2.82 3.16  0.08
H4 -0.83 3.93 5.34  0.11
H5 -1.70 2.39 6.91  0.10
H6 0.41 1.56 7.31  0.10
H7 2.46 -0.07 6.88  0.10
H8 2.49 -1.61 4.64  0.11
H9 -2.92 1.77 0.64  0.10
H10 -1.82 1.55 -1.87  0.06
H11 0.19 -0.16 -2.31  0.09
H12 1.27 -1.64 -0.30  0.12
O3 -1.08 -4.72 1.99  0.10
C18 -1.97 -5.26 2.61  -0.30
C19 -2.76 -6.37 2.06  0.08
C20 -3.74 -6.93 2.77  -0.22
O4 -4.48 -7.96 2.26  0.09
C21 -4.08 -6.45 4.14  -0.31
O5 -4.99 -6.98 4.75  0.11
C22 -3.28 -5.36 4.70  0.08
C23 -2.29 -4.81 4.00  -0.21
O6 -1.54 -3.80 4.51  0.09
H13 -2.50 -6.70 1.06  0.14
H14 -5.12 -8.18 2.96  0.12
H15 -3.52 -5.04 5.71  0.14
H16 -0.89 -3.57 3.80  0.08
O7 3.41 -7.04 5.65  0.11
C24 3.32 -6.93 4.43  -0.31
C25 4.42 -7.28 3.53  0.08
C26 4.29 -7.12 2.21  -0.22
O8 5.30 -7.45 1.35  0.09
C27 3.03 -6.60 1.61  -0.31
O9 2.95 -6.45 0.40  0.11
C28 1.92 -6.27 2.52  0.08
C29 2.06 -6.43 3.83  -0.21
O10 1.03 -6.13 4.69  0.09
H17 5.33 -7.66 3.97  0.14
H18 4.96 -7.25 0.46  0.12
H19 1.01 -5.90 2.07  0.12
H20 1.38 -6.32 5.58  0.12
O11 -3.17 2.34 -3.18  0.08
C30 -3.48 3.07 -4.10  -0.29
C31 -2.54 3.41 -5.17  0.08
C32 -2.90 4.24 -6.16  -0.21
O12 -2.04 4.56 -7.17  0.09
C33 -4.27 4.84 -6.20  -0.31
O13 -4.56 5.60 -7.11  0.12
C34 -5.21 4.48 -5.14  0.08
C35 -4.85 3.66 -4.16  -0.22
O14 -5.71 3.31 -3.17  0.10
H21 -1.55 2.97 -5.13  0.14
H22 -2.54 5.17 -7.75  0.12
H23 -6.20 4.91 -5.19  0.14
H24 -5.22 2.71 -2.58  0.12
O15 0.87 4.31 -12.40  0.11
C36 1.23 4.35 -11.23  -0.31
C37 2.48 3.73 -10.77  0.08
C38 2.83 3.78 -9.49  -0.22
O16 3.99 3.22 -9.04  0.09
C39 1.98 4.47 -8.47  -0.31
O17 2.32 4.48 -7.30  0.11
C40 0.74 5.11 -8.94  0.07
C41 0.39 5.06 -10.22  -0.22
O18 -0.75 5.65 -10.67  0.09
H25 3.09 3.24 -11.52  0.14
H26 4.01 3.39 -8.08  0.12
H27 0.14 5.61 -8.20  0.12
H28 -0.78 5.47 -11.63  0.12
O19 6.21 1.20 0.30  0.11
C42 5.15 1.67 0.67  -0.31
C43 5.08 2.90 1.47  0.08
C44 3.90 3.38 1.86  -0.22
O20 3.81 4.52 2.60  0.09
C45 2.62 2.69 1.52  -0.30
O21 1.56 3.15 1.91  0.10
C46 2.70 1.48 0.70  0.08
C47 3.88 1.00 0.30  -0.21
O22 3.96 -0.13 -0.46  0.09
H29 6.01 3.39 1.71  0.14
H30 2.86 4.66 2.76  0.11
H31 1.76 1.00 0.44  0.10
H32 4.92 -0.26 -0.62  0.12

No. 2
C38H48N6PPt | the ωB97M-V functional and the def2-TZVPD basis

The LUMO energy comes out at 2.6 eV. As for the total charge: -1. The calculation puts the HOMO-LUMO gap at 0.224 hartree.

Last column: Löwdin charge in e.
Geometry (Å):
Pt1 0.98 -0.74 0.06  1.05
C1 0.44 -1.34 4.65  -0.08
C2 0.00 -2.66 4.66  -0.08
C3 0.04 -3.40 3.50  -0.02
C4 0.53 -2.81 2.33  -0.23
N1 0.95 -1.54 2.34  0.03
C5 0.91 -0.82 3.46  -0.15
C6 0.61 -3.47 1.01  -0.19
C7 0.39 -4.83 0.86  -0.06
C8 0.41 -5.43 -0.39  -0.12
C9 0.68 -4.64 -1.51  -0.11
C10 0.92 -3.28 -1.37  -0.11
C11 0.89 -2.65 -0.12  -0.30
H1 0.41 -0.72 5.54  0.09
H2 -0.38 -3.11 5.57  0.10
H3 -0.30 -4.43 3.49  0.10
H4 1.26 0.20 3.38  0.11
H5 0.21 -5.46 1.73  0.09
H6 0.24 -6.49 -0.49  0.09
H7 0.70 -5.09 -2.50  0.09
H8 1.15 -2.69 -2.25  0.08
C12 5.87 -2.37 1.63  -0.13
C13 5.71 -2.69 0.29  -0.11
C14 4.76 -2.05 -0.49  -0.05
C15 3.94 -1.06 0.05  -0.33
C16 4.11 -0.74 1.40  -0.06
C17 5.05 -1.38 2.18  -0.11
N2 2.93 -0.42 -0.67  -0.10
C18 3.15 -0.08 -1.99  -0.31
C19 2.09 0.00 -2.90  -0.07
C20 2.29 0.43 -4.20  -0.11
C21 3.55 0.79 -4.66  -0.14
C22 4.61 0.72 -3.76  -0.12
C23 4.42 0.31 -2.46  -0.05
H9 6.61 -2.88 2.24  0.08
H10 6.33 -3.46 -0.16  0.09
H11 4.64 -2.33 -1.53  0.11
H12 3.48 0.04 1.81  0.09
H13 5.16 -1.11 3.22  0.09
H14 1.10 -0.26 -2.55  0.05
H15 1.44 0.48 -4.88  0.09
H16 3.70 1.12 -5.68  0.08
H17 5.61 1.01 -4.08  0.09
H18 5.26 0.28 -1.77  0.10
N3 -0.09 1.01 -0.14  -0.36
P1 -1.55 1.44 -0.14  0.51
N4 -1.78 3.09 0.24  -0.21
C24 -1.18 3.43 1.53  -0.24
C25 0.13 4.18 1.35  -0.19
C26 -0.13 5.54 0.66  -0.20
C27 -1.41 5.47 -0.19  -0.20
C28 -1.58 4.09 -0.80  -0.24
N5 -2.62 0.74 0.95  -0.23
C29 -3.99 1.22 1.11  -0.22
C30 -4.36 1.21 2.58  -0.19
C31 -4.39 -0.23 3.11  -0.20
C32 -3.36 -1.10 2.38  -0.17
C33 -2.17 -0.26 1.91  -0.23
N6 -2.40 1.28 -1.63  -0.17
C34 -3.06 -0.01 -1.85  -0.22
C35 -2.14 -1.05 -2.47  -0.18
C36 -1.69 -0.61 -3.87  -0.19
C37 -1.90 0.90 -4.05  -0.20
C38 -1.57 1.69 -2.80  -0.23
H19 -1.00 2.51 2.09  0.09
H20 -1.88 4.04 2.12  0.11
H21 0.77 3.55 0.74  0.10
H22 0.63 4.33 2.31  0.10
H23 0.72 5.80 0.03  0.10
H24 -0.23 6.33 1.41  0.10
H25 -1.37 6.22 -0.99  0.10
H26 -2.29 5.70 0.42  0.11
H27 -0.70 3.87 -1.42  0.11
H28 -2.46 4.09 -1.46  0.10
H29 -4.69 0.58 0.56  0.11
H30 -4.05 2.21 0.68  0.11
H31 -5.32 1.71 2.74  0.10
H32 -3.61 1.79 3.12  0.11
H33 -5.39 -0.65 2.98  0.10
H34 -4.19 -0.23 4.19  0.10
H35 -3.81 -1.56 1.50  0.11
H36 -3.00 -1.91 3.02  0.10
H37 -1.42 -0.90 1.44  0.07
H38 -1.69 0.20 2.78  0.11
H39 -3.95 0.15 -2.48  0.11
H40 -3.42 -0.37 -0.89  0.08
H41 -2.63 -2.02 -2.50  0.11
H42 -1.27 -1.15 -1.81  0.07
H43 -2.26 -1.14 -4.64  0.10
H44 -0.64 -0.86 -4.02  0.09
H45 -2.94 1.10 -4.34  0.10
H46 -1.28 1.28 -4.87  0.10
H47 -1.74 2.75 -3.01  0.09
H48 -0.51 1.57 -2.56  0.09